This record from the Open Molecules 2025 dataset describes a structure of composition C20H52BeF6O20S2. The level of theory is ωB97M-V/def2-TZVPD.

**Electronic energy**: -100904.6139 eV
**Orbital gap**: 8.174 eV
**E_HOMO**: -9.400 eV
**Largest force on an atom**: 0.065 hartree/bohr

Atoms and positions in Å:
S: -16.071 6.511 13.282
S: -11.471 0.924 12.250
F: -11.118 0.542 9.607
F: -17.421 8.629 12.120
F: -10.527 2.499 10.206
F: -16.650 7.180 10.725
F: -18.444 6.764 12.012
F: -9.221 0.723 10.611
O: -15.907 5.107 12.825
O: -19.842 3.291 15.298
O: -16.801 6.467 14.587
O: -12.728 1.702 12.217
O: -14.268 2.459 14.608
O: -14.481 0.572 16.531
O: -17.117 -0.527 13.335
O: -15.780 -2.154 11.558
O: -17.028 3.063 10.533
O: -14.892 7.368 13.230
O: -11.692 -0.520 12.209
O: -17.072 2.069 13.301
O: -13.020 4.485 12.970
O: -10.478 1.318 13.311
O: -14.325 4.006 9.948
O: -13.619 6.436 9.177
O: -19.600 2.414 9.818
O: -17.736 0.163 9.630
O: -15.383 0.658 10.791
O: -18.682 -3.002 14.236
C: -17.225 7.325 11.947
C: -15.092 7.499 7.733
C: -12.049 1.004 16.646
C: -18.877 0.194 10.488
C: -18.883 2.380 14.788
C: -12.789 6.526 6.967
C: -18.290 2.834 13.501
C: -13.097 -0.926 15.403
C: -17.346 -1.026 14.660
C: -12.528 4.103 14.288
C: -14.469 -0.336 10.406
C: -16.677 3.822 9.397
C: -13.736 3.692 15.111
C: -15.191 3.478 8.987
C: -19.971 1.078 9.776
C: -18.713 -1.703 14.721
C: -10.468 1.203 10.590
C: -14.475 -1.457 11.452
C: -13.170 0.005 16.576
C: -13.622 7.233 8.055
Be: -14.941 2.956 12.255
H: -12.434 5.061 12.473
H: -16.188 0.407 10.331
H: -18.177 3.918 13.511
H: -20.427 2.882 9.953
H: -11.982 1.470 15.663
H: -13.210 5.553 6.712
H: -19.555 4.195 15.446
H: -17.909 -3.513 14.487
H: -15.818 -2.885 10.936
H: -12.021 4.981 14.690
H: -13.950 6.967 9.905
H: -17.381 3.530 8.618
H: -18.103 2.296 15.543
H: -20.139 0.633 8.795
H: -18.980 -1.907 15.758
H: -15.451 8.260 8.425
H: -17.257 1.130 13.371
H: -17.906 2.812 10.239
H: -15.328 7.834 6.723
H: -13.102 -0.490 17.545
H: -12.800 7.171 6.089
H: -11.774 6.315 7.305
H: -17.359 -0.196 15.366
H: -12.141 -1.449 15.404
H: -14.610 -0.800 9.430
H: -13.423 3.577 16.149
H: -13.979 -1.567 15.414
H: -16.775 4.890 9.590
H: -15.119 -0.110 16.754
H: -14.090 1.830 15.311
H: -19.156 -0.848 10.648
H: -20.919 0.903 10.285
H: -16.947 -1.266 12.747
H: -13.661 -2.176 11.360
H: -11.089 0.551 16.892
H: -13.228 8.221 8.291
H: -15.097 2.411 8.786
H: -18.650 0.538 11.497
H: -18.062 -0.202 8.804
H: -12.496 1.631 17.417
H: -11.758 3.333 14.334
H: -19.363 1.404 14.720
H: -19.506 -1.216 14.155
H: -13.017 -0.309 14.508
H: -15.690 6.588 7.719
H: -14.048 4.846 9.575
H: -14.384 -1.026 12.450
H: -14.909 3.858 8.005
H: -14.484 4.481 15.041
H: -13.495 0.149 10.476
H: -19.027 2.638 12.722
H: -16.567 -1.761 14.862

This record from the Open Molecules 2025 dataset describes a cluster of 8 separate species, C20H52Cl2F6O18PS6 in total. The level of theory is ωB97M-V/def2-TZVPD.

**2S+1**: 2
**Electronic energy**: -174081.0834 eV
**Orbital gap (alpha / beta)**: 8.572 / 1.193 eV
**E_HOMO (alpha / beta)**: -10.049 / -10.041 eV
**Expectation value of S²**: 0.7541
**Largest force on an atom**: 0.086 hartree/bohr

Atoms and positions in Å:
Cl: -6.067 -2.922 0.659
Cl: -3.567 -4.415 -1.424
S: 4.970 3.855 2.076
S: 2.555 -1.357 -6.278
S: -1.259 4.915 1.365
S: -5.921 2.169 -2.206
S: 1.961 -5.703 -0.590
S: -0.724 -0.272 4.653
P: 0.089 -0.594 -1.310
F: -0.990 -1.643 -0.650
F: -0.701 -0.641 -2.747
F: 1.079 0.593 -1.902
F: -1.018 0.520 -0.954
F: 1.085 -1.782 -1.752
F: 0.773 -0.664 0.155
O: 3.421 0.005 -6.714
O: 0.036 4.996 2.000
O: 3.112 -5.399 0.328
O: -6.732 3.216 -1.595
O: 2.113 -5.518 -1.998
O: -2.456 4.847 2.607
O: -5.646 0.977 -1.383
O: 5.147 3.234 0.773
O: 0.942 -0.070 4.987
O: -1.694 5.911 0.419
O: 3.334 3.885 2.491
O: 3.619 -2.366 -6.135
O: 1.467 -1.705 -7.270
O: 1.374 -7.258 -0.264
O: -4.526 2.861 -2.849
O: -1.422 -0.790 5.814
O: 5.675 3.337 3.267
O: -1.181 0.999 4.142
C: -2.162 4.252 3.817
C: -2.195 3.010 -3.491
C: 1.699 -1.213 5.521
C: 3.831 2.041 -7.535
C: 2.747 0.904 -7.533
C: 3.079 1.302 2.512
C: -3.255 4.587 4.882
C: 2.486 -1.747 4.369
C: 1.203 -9.032 1.436
C: -0.492 -1.545 3.272
C: -3.447 -3.203 -0.107
C: 1.929 -0.926 -4.585
C: -4.394 -3.409 1.102
C: 5.051 5.708 1.872
C: -3.283 2.183 -2.765
C: 2.539 2.701 2.229
C: -6.638 1.789 -3.761
C: -1.315 3.147 0.600
C: 0.397 -4.765 0.023
C: 1.154 -7.545 1.087
H: -1.169 2.485 1.453
H: -3.303 5.658 5.078
H: -5.973 1.085 -4.261
H: 0.915 -1.837 5.951
H: -1.883 3.203 3.912
H: 3.190 1.360 3.594
H: 0.328 -1.438 2.562
H: -2.254 2.897 0.106
H: 2.483 0.481 2.115
H: 2.287 -0.950 6.400
H: 1.871 -7.029 1.726
H: 2.864 -2.750 4.563
H: -7.595 1.333 -3.508
H: 0.668 -9.620 0.691
H: 4.072 1.230 2.068
H: -3.091 4.186 5.882
H: 5.966 5.961 1.337
H: 0.605 -4.723 1.092
H: 4.185 6.154 1.383
H: 5.114 6.068 2.899
H: 2.542 -0.241 -3.999
H: 3.621 2.866 -8.215
H: 0.151 -7.390 1.484
H: 2.019 -1.985 3.413
H: -6.743 2.761 -4.244
H: -2.347 4.065 -3.261
H: 1.078 -0.254 -4.697
H: -0.539 2.954 -0.141
H: -4.415 -4.443 1.446
H: -1.370 2.594 -2.912
H: -0.285 -2.319 4.012
H: -4.076 -2.696 1.863
H: 4.787 1.591 -7.802
H: -3.408 1.148 -3.082
H: 1.492 -1.699 -3.954
H: -2.150 2.911 -4.576
H: -4.240 4.156 4.701
H: -1.461 -1.656 2.786
H: 0.688 -9.399 2.323
H: -1.246 4.722 4.176
H: -2.428 -3.277 0.273
H: 2.202 2.800 1.197
H: 2.259 -9.292 1.507
H: 1.818 1.197 -7.044
H: -3.444 -2.177 -0.476
H: 1.592 2.830 2.753
H: -0.568 -5.191 -0.255
H: -2.987 2.268 -1.720
H: 0.523 -3.776 -0.416
H: 2.569 0.500 -8.529
H: 3.447 -1.254 4.221
H: 3.857 2.474 -6.535

electronic energy of number 1 (C20H52BeF6O20S2)?
-100904.6139 eV

The highest largest force on an atom belongs to which entry?
C20H52Cl2F6O18PS6

Which of these has the highest largest force on an atom?
C20H52Cl2F6O18PS6

Which of these has the highest electronic energy?
C20H52BeF6O20S2